i:
Computed, not measured: a 2-piece molecular cluster, C3H10NS overall, with ωB97M-V with the def2-TZVPD basis set.

Cartesian coordinates (Å):
C 4.07 1.85 0.73
S 2.48 2.15 1.53
H 4.78 1.43 1.47
H 3.98 1.11 -0.08
H 4.53 2.71 0.26
C -2.73 -0.27 0.39
N -2.45 -1.02 -0.84
C -1.09 -1.63 -0.90
H -3.12 -1.05 1.06
H -1.95 0.33 0.85
H -3.54 0.44 0.15
H -2.51 -0.46 -1.68
H -0.90 -2.14 0.04
H -0.27 -1.05 -1.34
H -1.27 -2.41 -1.63

Computed properties:
LUMO energy   3.57 eV
Kohn-Sham gap   5.54 eV
HOMO level   -1.98 eV
Spin multiplicity   1
Total charge   -1


ii:
Computed, not measured: a 2-piece molecular cluster, C3H10NS overall, with ωB97M-V with the def2-TZVPD basis set.

Cartesian coordinates (Å):
C -2.51 -0.08 0.16
S -1.63 -0.90 -1.37
H -1.67 0.43 0.63
H -3.38 0.46 -0.12
H -2.94 -0.85 0.77
C 1.11 1.16 -0.07
N 1.50 0.45 1.12
C 2.94 0.14 1.35
H 1.21 2.23 0.20
H 1.82 0.97 -0.92
H 0.24 0.64 -0.41
H 1.10 -0.50 1.23
H 3.16 -0.01 2.39
H 3.37 1.16 1.03
H 3.40 -0.57 0.62

Computed properties:
LUMO energy   3.74 eV
Kohn-Sham gap   6.06 eV
HOMO level   -2.31 eV
Spin multiplicity   1
Total charge   -1


Energies in kJ/mol, measured from the most stable structure: i 0.0; ii 39.4.


i:
Computed, not measured: one molecule with the formula C2H5NO2, with ωB97M-V with the def2-TZVPD basis set.

Cartesian coordinates (Å):
H -0.62 -1.29 1.08
N -0.42 -0.34 1.40
C -0.38 0.45 0.37
O -0.32 1.77 0.59
C -0.03 -0.02 -0.98
O 0.75 -1.41 -0.59
H -0.37 1.89 1.55
H -0.90 -0.40 -1.52
H 0.59 0.67 -1.55
H 1.69 -1.31 -0.37

Computed properties:
LUMO energy   0.78 eV
Kohn-Sham gap   10.44 eV
HOMO level   -9.66 eV
Spin multiplicity   1
SMILES string   [H]/N=C(/O)CO


ii:
Computed, not measured: one molecule with the formula C2H5NO2, with ωB97M-V with the def2-TZVPD basis set.

Cartesian coordinates (Å):
C 0.69 -0.89 -0.61
N -0.26 -0.19 0.21
O 0.29 -0.03 1.52
C -0.97 0.93 -0.07
O -1.38 1.69 0.78
H 0.78 -2.06 -0.32
H 1.81 -0.39 -0.60
H 0.29 -0.82 -1.69
H -0.23 0.68 1.94
H -1.04 1.07 -1.16

Computed properties:
LUMO energy   0.80 eV
Kohn-Sham gap   10.33 eV
HOMO level   -9.52 eV
Spin multiplicity   1
SMILES string   CN(O)C=O


iii:
Computed, not measured: one molecule with the formula C2H5NO2, with ωB97M-V with the def2-TZVPD basis set.

Cartesian coordinates (Å):
N 1.63 0.24 -0.07
C 0.30 -0.43 -0.07
C -0.97 0.44 -0.07
O -0.98 1.65 -0.01
O -2.15 -0.27 -0.01
H 1.58 1.15 -0.62
H 1.84 0.57 0.94
H 0.28 -1.07 -0.91
H 0.39 -1.05 0.82
H -1.94 -1.24 0.00

Computed properties:
LUMO energy   0.53 eV
Kohn-Sham gap   10.60 eV
HOMO level   -10.06 eV
Spin multiplicity   1
SMILES string   NCC(=O)O


iv:
Computed, not measured: one molecule with the formula C2H5NO2, with ωB97M-V with the def2-TZVPD basis set.

Cartesian coordinates (Å):
O -1.47 -1.18 0.62
C -0.71 -1.25 -0.31
N 0.13 -0.24 -0.73
C 0.68 0.63 0.30
O 0.07 1.86 0.61
H -0.53 -2.22 -0.83
H 0.16 0.02 -1.71
H 0.78 0.01 1.19
H 1.71 0.79 -0.03
H -0.81 1.58 0.89

Computed properties:
LUMO energy   0.89 eV
Kohn-Sham gap   11.20 eV
HOMO level   -10.31 eV
Spin multiplicity   1
SMILES string   O=CNCO


Energies in kJ/mol, measured from the most stable structure: i 125.2; ii 203.6; iii 0.0; iv 33.2.


i:
Computed, not measured: one molecule with the formula C2H5NO2, with ωB97M-V with the def2-TZVPD basis set.

Cartesian coordinates (Å):
O 0.26 -1.52 -0.95
C 0.77 -0.40 -1.16
N 0.19 0.66 -0.61
C -0.65 0.35 0.68
O -0.32 -0.29 1.86
H 1.45 -0.14 -1.95
H 0.86 1.43 -0.50
H -1.41 -0.16 0.18
H -0.99 1.28 1.05
H -0.17 -1.21 1.41

Computed properties:
LUMO energy   0.79 eV
Kohn-Sham gap   11.06 eV
HOMO level   -10.26 eV
Spin multiplicity   1
SMILES string   O=CNCO


ii:
Computed, not measured: one molecule with the formula C2H5NO2, with ωB97M-V with the def2-TZVPD basis set.

Cartesian coordinates (Å):
C 1.38 -0.63 0.56
O 0.05 -1.10 0.63
C -0.95 -0.39 0.09
N -0.61 0.46 -0.67
O -1.70 1.36 -1.23
H 2.09 -1.30 -0.06
H 1.44 0.56 0.22
H 1.65 -0.39 1.59
H -2.10 -0.53 0.60
H -1.25 1.96 -1.73

Computed properties:
LUMO energy   1.06 eV
Kohn-Sham gap   10.90 eV
HOMO level   -9.84 eV
Spin multiplicity   1
SMILES string   CO/C=N/O


iii:
Computed, not measured: C2H5NO2 as an isolated structure, with ωB97M-V with the def2-TZVPD basis set.

Cartesian coordinates (Å):
C 0.10 -0.31 1.07
N 0.85 0.43 0.22
C 0.38 0.25 -1.20
O -1.34 -0.07 0.00
O 0.42 1.17 -1.97
H -2.02 -0.76 -0.08
H 0.94 1.41 0.45
H 0.19 -1.38 0.91
H -0.02 0.06 2.08
H 0.50 -0.81 -1.48

Computed properties:
LUMO energy   0.83 eV
Kohn-Sham gap   10.79 eV
HOMO level   -9.96 eV
Spin multiplicity   1


iv:
Computed, not measured: a 2-piece molecular cluster, C2H5NO2 overall, with ωB97M-V with the def2-TZVPD basis set.

Cartesian coordinates (Å):
C 2.02 0.34 0.09
C -1.53 -0.29 -0.08
N -0.96 1.91 0.47
O 1.70 1.07 -0.82
O -1.67 1.21 -0.24
H 2.66 0.67 0.91
H 1.62 -0.75 0.12
H -1.42 -0.53 -1.20
H -2.43 -0.64 0.30
H -0.78 -0.63 0.65

Computed properties:
LUMO energy (alpha / beta)   0.53 / 0.69 eV
Kohn-Sham gap (alpha / beta)   8.70 / 8.87 eV
HOMO level (alpha / beta)   -8.17 / -8.17 eV
Spin multiplicity   1


Energies in kJ/mol, measured from the most stable structure: i 0.0; ii 279.2; iii 95.5; iv 443.7.